[1]
Formula: C2H5N2O
Source: the OMol25 dataset
Level of theory: wB97M-V/def2-TZVPD

Values from the calculation:
Structure (SMILES): C=[NH+]CN=O
ΔE to the lowest compared entry with this formula, charge and spin in eV: 4.475
Orbital gap in Ha: 0.3475
HOMO energy in eV: -14.87

Structure (ORCA input):
```
! wB97M-V def2-TZVPD RIJCOSX def2/J DEFGRID3
* xyz 1 1
H 0.40 -0.02 -1.90
H 1.11 0.21 2.02
H -1.03 -1.13 -1.13
H 1.66 -0.28 -0.18
N -1.18 0.78 -0.83
C -0.24 -0.30 -1.08
O -1.16 1.32 0.21
C 0.44 -0.08 1.25
H -0.66 -0.19 1.62
N 0.66 -0.32 0.03
*
```

[2]
Formula: C2H5N2O2P
Source: the OMol25 dataset
Level of theory: wB97M-V/def2-TZVPD

Values from the calculation:
Structure (SMILES): NC#[PH]O.N=C=O
ΔE to the lowest compared entry with this formula, charge and spin in eV: 2.090
Orbital gap in Ha: 0.3308
HOMO energy in eV: -8.61

Structure (ORCA input):
```
! wB97M-V def2-TZVPD RIJCOSX def2/J DEFGRID3
* xyz 0 1
H -1.98 -0.09 -1.23
P 0.78 0.13 -1.04
H 0.37 0.31 -3.22
H 1.04 1.45 -0.64
N -1.73 -0.06 -0.24
H 1.14 -1.92 1.39
O 1.02 1.01 2.54
C 1.09 -0.08 2.17
C -0.51 0.06 0.20
H -2.50 -0.08 0.41
O -0.11 0.50 -2.41
N 1.39 -1.24 2.07
*
```

[3]
Formula: C2H5N2S3
Source: the OMol25 dataset
Level of theory: wB97M-V/def2-TZVPD

Values from the calculation:
ΔE to the lowest compared entry with this formula, charge and spin in eV: 0.922
Orbital gap in Ha: 0.2768
HOMO energy in eV: -12.67

Structure (ORCA input):
```
! wB97M-V def2-TZVPD RIJCOSX def2/J DEFGRID3
* xyz 1 1
N -0.22 -0.37 1.77
H 2.05 1.14 -0.67
H 0.25 -0.32 2.68
C -0.43 0.10 -0.45
N 0.07 0.30 -1.72
S 1.93 0.93 0.74
H -1.23 0.88 -0.21
H 0.85 -0.42 -1.94
H -0.62 0.62 -2.35
C 0.35 0.16 0.76
S -1.58 -1.42 1.69
S -1.43 -1.61 -0.29
*
```